No. 1
Entry from OMol25: the molecule C4H5NO2 (ωB97M-V/def2-TZVPD).

Last column: Mulliken charge in e.
Positions of all 12 atoms, in Å:
C  1.370  -0.171  0.983  -1.21
C  0.217  -0.190  0.096  0.55
C  -0.654  -1.159  -0.201  -0.30
O  -1.636  -0.741  -1.035  -0.33
C  -1.573  0.751  -0.972  0.35
O  -2.277  1.489  -1.604  -0.49
N  -0.161  0.944  -0.570  -0.11
H  2.307  -0.030  0.437  0.30
H  1.398  0.575  1.782  0.32
H  1.458  -1.139  1.470  0.30
H  -0.734  -2.178  0.126  0.39
H  0.286  1.850  -0.513  0.23

Atoms 1-2, force components in eV/Å:
C 1.459 -0.690 0.668
C 0.035 -0.511 0.164

## Properties
Gap between HOMO and LUMO = 9.02 eV
HOMO = -8.380 eV
ΔE to the lowest compared entry with this formula, charge and spin = 0.957 eV

***

No. 2
Entry from OMol25: a cluster of 8 separate species, C57H81BBrCl2FN9O4P2 in total (ωB97M-V/def2-TZVPD).

Last column: Mulliken charge in e.
Positions of all 158 atoms, in Å:
C  6.779  1.045  1.284  -1.07
C  5.691  2.118  1.428  -0.34
C  4.737  2.228  0.224  -1.33
C  3.278  1.889  0.564  0.10
C  2.272  2.521  -0.413  -2.17
C  1.060  1.734  -0.946  -0.93
C  0.058  0.979  -0.054  1.79
C  -0.839  1.993  0.685  -1.46
C  -0.330  3.225  1.430  0.00
C  0.952  3.156  2.253  -0.97
F  -0.186  4.259  0.488  -0.40
O  -0.925  0.390  -0.942  -0.07
C  -0.720  -0.794  -1.721  0.16
B  -0.304  -0.414  -3.210  -0.47
N  -0.475  0.902  -3.797  -0.45
O  0.181  -1.435  -3.984  -0.92
P  -2.582  -1.412  -2.049  -0.41
C  -3.602  0.038  -1.601  0.23
C  -5.033  -0.457  -1.300  -1.44
C  -2.889  -1.595  -3.865  -0.58
C  -3.103  -0.418  -4.821  -1.11
C  0.034  -1.907  -1.000  0.56
Cl  -1.038  -2.879  0.109  -0.04
P  0.972  -3.231  -2.120  0.29
O  1.479  -4.038  -0.775  -0.54
Cl  -0.623  -4.323  -2.717  -0.21
N  1.064  -1.357  0.013  -0.33
O  2.429  -1.302  -0.387  -0.33
C  2.814  -0.850  -1.716  1.38
C  3.997  -1.693  -2.149  -1.95
C  0.649  -0.120  0.835  1.02
C  -0.215  -0.602  2.014  -2.57
C  0.051  0.043  3.375  0.33
C  -0.729  -0.685  4.455  -1.46
Br  1.953  -0.055  3.795  -0.09
H  6.980  0.548  2.233  0.16
H  6.478  0.276  0.566  0.41
H  7.719  1.471  0.935  0.24
H  6.180  3.074  1.600  0.36
H  5.111  1.918  2.333  0.27
H  5.085  1.549  -0.561  0.32
H  4.758  3.242  -0.183  0.50
H  3.181  0.804  0.595  0.29
H  3.087  2.234  1.582  0.43
H  1.927  3.474  -0.015  0.96
H  2.829  2.797  -1.315  0.72
H  0.433  2.465  -1.462  0.66
H  1.378  1.051  -1.733  0.27
H  -1.445  2.409  -0.123  0.40
H  -1.551  1.461  1.314  0.62
H  -1.158  3.528  2.074  0.60
H  1.650  3.900  1.873  0.54
H  1.458  2.195  2.204  -0.37
H  0.764  3.397  3.298  0.46
H  0.309  1.535  -3.707  0.30
H  -1.297  1.403  -3.480  0.24
H  0.219  -1.162  -4.915  0.32
H  -3.634  0.803  -2.378  0.45
H  -3.150  0.504  -0.733  -0.08
H  -5.211  -0.485  -0.226  0.39
H  -5.218  -1.471  -1.657  0.31
H  -5.781  0.199  -1.737  0.39
H  -2.130  -2.281  -4.241  0.42
H  -3.799  -2.200  -3.824  0.68
H  -3.435  0.483  -4.305  0.24
H  -3.865  -0.664  -5.558  0.39
H  -2.195  -0.149  -5.356  0.26
H  2.212  -4.639  -0.969  0.38
H  1.112  -2.113  0.701  0.96
H  3.074  0.202  -1.655  0.15
H  1.975  -0.939  -2.406  -0.29
H  4.401  -2.245  -1.300  0.36
H  4.796  -1.051  -2.515  0.43
H  3.728  -2.395  -2.936  0.41
H  1.600  0.217  1.244  -0.28
H  -0.089  -1.672  2.172  0.65
H  -1.271  -0.480  1.771  0.39
H  -0.224  1.094  3.386  0.28
H  -0.291  -1.660  4.665  0.40
H  -1.764  -0.828  4.136  0.38
H  -0.732  -0.118  5.384  0.42
N  8.466  3.719  2.581  -0.29
C  9.147  3.260  3.630  -0.33
C  10.502  3.483  3.824  -0.56
C  11.191  4.225  2.879  -0.21
C  10.497  4.707  1.780  -0.57
C  9.143  4.428  1.679  -0.15
H  8.589  2.681  4.357  0.53
H  10.987  3.071  4.696  0.44
H  12.249  4.421  2.994  0.39
H  10.991  5.290  1.014  0.37
H  8.572  4.794  0.831  0.36
N  10.474  0.414  5.067  -0.30
C  9.940  -0.167  3.995  0.20
C  10.353  -1.394  3.500  -0.47
C  11.382  -2.056  4.152  -0.47
C  11.947  -1.460  5.266  -0.30
C  11.462  -0.230  5.689  -0.31
H  9.146  0.381  3.497  0.03
H  9.880  -1.815  2.623  0.38
H  11.736  -3.015  3.797  0.37
H  12.756  -1.934  5.807  0.34
H  11.894  0.255  6.555  0.55
N  14.178  0.859  7.312  -0.34
C  14.532  2.107  7.012  -0.11
C  15.848  2.506  6.828  -0.56
C  16.851  1.561  6.965  -0.12
C  16.496  0.259  7.280  -0.53
C  15.152  -0.039  7.442  -0.18
H  13.723  2.823  6.915  0.38
H  16.075  3.535  6.585  0.35
H  17.890  1.834  6.831  0.37
H  17.243  -0.513  7.400  0.35
H  14.842  -1.048  7.690  0.38
N  -8.497  -0.716  -1.346  -0.40
C  -9.253  0.300  -0.932  -0.29
C  -10.230  0.893  -1.720  -0.27
C  -10.434  0.413  -3.004  -0.29
C  -9.654  -0.644  -3.446  -0.75
C  -8.705  -1.167  -2.581  -0.38
H  -9.074  0.660  0.075  0.53
H  -10.815  1.714  -1.328  0.32
H  -11.189  0.849  -3.645  0.40
H  -9.779  -1.061  -4.437  0.45
H  -8.082  -1.999  -2.893  0.69
N  -11.050  -6.194  -3.770  -0.49
C  -9.860  -6.629  -3.364  -0.23
C  -9.004  -5.883  -2.566  -0.55
C  -9.406  -4.616  -2.172  -0.16
C  -10.646  -4.154  -2.582  -0.37
C  -11.427  -4.980  -3.376  -0.46
H  -9.576  -7.622  -3.694  0.36
H  -8.047  -6.288  -2.268  0.36
H  -8.767  -4.000  -1.552  0.56
H  -11.002  -3.174  -2.296  0.44
H  -12.404  -4.651  -3.714  0.54
N  -12.984  -3.510  -7.798  -0.54
C  -13.392  -4.071  -8.934  -0.28
C  -13.199  -5.411  -9.239  -0.27
C  -12.544  -6.212  -8.317  -0.52
C  -12.112  -5.644  -7.129  -0.05
C  -12.358  -4.294  -6.923  -0.22
H  -13.900  -3.418  -9.634  0.36
H  -13.556  -5.811  -10.178  0.36
H  -12.376  -7.262  -8.520  0.38
H  -11.601  -6.222  -6.371  0.34
H  -12.039  -3.816  -6.003  0.44
N  -9.367  2.936  1.943  -0.49
C  -10.126  3.783  1.253  -0.21
C  -9.791  5.112  1.035  -0.44
C  -8.603  5.589  1.565  -0.16
C  -7.805  4.718  2.289  -0.40
C  -8.229  3.407  2.448  -0.17
H  -11.053  3.382  0.859  0.44
H  -10.450  5.753  0.466  0.35
H  -8.308  6.620  1.420  0.38
H  -6.873  5.046  2.729  0.35
H  -7.630  2.701  3.012  0.36

Atoms 1-2, force components in eV/Å:
C -0.097 -0.035 -0.096
C 0.074 -0.065 0.014

## Properties
Gap between HOMO and LUMO = 8.37 eV
HOMO = -10.485 eV
Total charge = +1

***

No. 3
Entry from OMol25: a structure of composition C28H36GeIrO5Sb2 (ωB97M-V/def2-TZVPD).

Last column: Mulliken charge in e.
Positions of all 73 atoms, in Å:
Ir  0.034  0.770  0.952  2.11
O  -0.206  0.968  5.385  -0.43
C  0.181  0.697  4.174  0.61
O  -0.570  0.711  3.203  -0.71
C  1.640  0.301  4.073  -0.49
O  2.204  0.670  2.825  -0.45
C  2.739  1.999  2.779  -0.60
C  1.748  2.990  2.163  0.39
O  1.502  4.087  2.534  -0.46
O  1.201  2.450  1.019  -0.59
H  -1.153  1.183  5.426  0.43
H  1.670  -0.791  4.144  0.28
H  2.204  0.706  4.917  0.37
H  3.628  1.960  2.145  0.36
H  3.028  2.339  3.776  0.43
C  -4.198  -0.248  0.865  -1.19
Sb  -2.146  -0.727  0.699  0.26
C  -2.034  -2.381  2.016  -1.02
C  -2.102  -1.669  -1.328  -1.29
C  -1.680  -3.042  -1.207  0.82
C  -2.647  -4.051  -1.002  -0.67
C  -2.274  -5.356  -0.836  -0.59
C  -0.900  -5.704  -0.854  -0.61
C  0.067  -4.743  -1.061  -0.67
C  -0.278  -3.409  -1.264  0.93
C  0.769  -2.427  -1.568  -1.88
Sb  1.564  -1.369  0.188  0.18
C  3.494  -0.856  -0.510  -1.16
C  1.970  -3.034  1.435  -1.37
H  -4.753  -1.184  0.889  0.49
H  -4.513  0.368  0.024  0.31
H  -4.352  0.292  1.798  0.43
H  -2.692  -3.185  1.693  0.50
H  -2.361  -2.039  2.997  0.44
H  -1.013  -2.749  2.091  0.08
H  -1.436  -1.011  -1.879  0.13
H  -3.128  -1.562  -1.672  0.85
H  -3.694  -3.776  -1.000  0.49
H  -3.014  -6.132  -0.700  0.48
H  -0.620  -6.741  -0.731  0.47
H  1.107  -5.036  -1.118  0.51
H  0.463  -1.648  -2.262  0.70
H  1.651  -2.931  -1.964  0.82
H  3.812  -1.588  -1.251  0.48
H  4.171  -0.893  0.342  0.45
H  3.487  0.138  -0.945  0.27
H  2.621  -3.714  0.887  0.47
H  1.064  -3.554  1.731  0.38
H  2.500  -2.687  2.321  0.50
Ge  0.329  3.387  -0.523  0.71
C  -1.411  2.623  -0.909  0.31
C  -1.691  2.029  -2.145  -0.74
C  -3.005  1.826  -2.537  -0.60
C  -4.049  2.218  -1.706  -0.50
C  -3.784  2.810  -0.475  -0.85
C  -2.474  3.001  -0.074  -0.21
C  1.782  3.140  -1.753  0.38
C  1.895  2.019  -2.578  0.46
C  2.946  1.904  -3.471  -0.96
C  3.896  2.914  -3.554  -0.49
C  3.802  4.029  -2.734  -0.74
C  2.752  4.140  -1.835  -0.43
H  0.211  4.691  0.247  0.01
H  -0.892  1.790  -2.840  0.55
H  -3.220  1.407  -3.510  0.53
H  -5.072  2.089  -2.031  0.46
H  -4.598  3.150  0.149  0.49
H  -2.276  3.503  0.867  0.49
H  1.151  1.224  -2.531  0.08
H  3.022  1.043  -4.121  0.46
H  4.707  2.835  -4.266  0.44
H  4.539  4.816  -2.803  0.44
H  2.690  5.021  -1.205  0.45

Atoms 1-2, force components in eV/Å:
Ir -0.286 -1.329 0.324
O 0.099 -0.077 -0.009

## Properties
Gap between HOMO and LUMO (spin up / spin down) = 7.64 / 4.77 eV
2S+1 = 5
HOMO (spin up / spin down) = -15.869 / -16.656 eV
Total charge = +3
ΔE to the lowest compared entry with this formula, charge and spin = 0.358 eV

***

The calculation returns the following F_max values, one per record and in order: 4.50; 1.00; 1.40 eV/A.